(A)
{
  "formula": "C4H8N",
  "method": "ωB97M-V with the def2-TZVPD basis set",
  "homo_energy_ev": -14.56,
  "smiles": "CC#C[NH2+]C",
  "lumo_ev": -4.18,
  "charge": 1,
  "symbols": ["N", "H", "H", "C", "H", "H", "H", "C", "H", "H", "C", "C", "H"],
  "positions_angstrom": [[-1.2382, 0.4337, -0.5340], [-1.9955, -1.5132, -0.2324], [3.1323, 0.9413, 0.4012], [0.1788, 0.1493, -0.4619], [2.8506, -0.4488, 1.2729], [3.1334, -0.6291, -0.4702], [-3.1134, -0.0672, -0.0513], [-2.1006, -0.4950, 0.1553], [-1.8863, -0.3828, 1.2835], [-1.5517, 1.4502, -0.1299], [1.4037, 0.1308, -0.0266], [2.7729, -0.0495, 0.2732], [-1.5860, 0.4803, -1.4800]],
  "mulliken_charge": [-0.1918, 0.3531, 0.3323, -0.1947, 0.3304, 0.3474, 0.3710, -0.8568, 0.3322, 0.4617, 0.5052, -1.1929, 0.4030]
}

=====

(B)
{
  "formula": "C4H8N",
  "method": "ωB97M-V with the def2-TZVPD basis set",
  "homo_energy_ev": -14.63,
  "smiles": "C=[NH+]/C=C/C",
  "lumo_ev": -5.40,
  "charge": 1,
  "symbols": ["N", "H", "H", "H", "H", "H", "H", "H", "H", "C", "C", "C", "C"],
  "positions_angstrom": [[-1.3558, -0.0131, -0.6288], [1.9759, 0.0689, 2.2616], [-1.5349, 1.1547, -2.3289], [2.5378, 0.4544, 0.6547], [-1.9220, -0.5861, -0.0194], [-0.1682, -0.8918, 1.4717], [2.4298, -1.2271, 1.1475], [0.5769, 0.8310, -0.9052], [-3.0050, 0.1523, -1.8038], [-1.9877, 0.4744, -1.6241], [-0.0148, 0.1879, -0.2687], [0.5227, -0.3507, 0.8251], [1.9451, -0.2548, 1.2184]],
  "mulliken_charge": [-0.0457, 0.3322, 0.2555, 0.3423, 0.3010, 0.2779, 0.3144, 0.2790, 0.2527, -0.0957, 0.0548, -0.1184, -1.1499]
}

=====

So which one wins? Going from most stable to least: (B), (A).

=====

(A)
{
  "formula": "C4H8N",
  "method": "ωB97M-V with the def2-TZVPD basis set",
  "homo_energy_ev": -15.47,
  "lumo_ev": -3.29,
  "charge": 1,
  "symbols": ["H", "H", "N", "H", "C", "H", "H", "C", "C", "H", "H", "C", "H"],
  "positions_angstrom": [[0.2875, -0.9946, -1.6131], [-0.6432, -0.5406, 1.0695], [-0.4238, -0.1616, 0.2212], [1.4146, -0.4162, 2.0517], [0.8120, 0.6815, 0.4913], [1.2295, 1.6045, -0.4981], [-1.1301, -1.8538, -0.8363], [-1.4490, 0.2305, -0.8431], [-0.5898, -0.9678, -0.9997], [-2.4539, -0.0884, -0.6266], [-1.3033, 1.0807, -1.5371], [1.7121, 0.3594, 1.3645], [2.5373, 1.0663, 1.7558]],
  "mulliken_charge": [0.2840, 0.2931, 0.0937, 0.2873, -0.1058, 0.2528, 0.2967, -0.3536, -0.3155, 0.2914, 0.2891, -0.6092, 0.2961]
}

=====

(B)
{
  "formula": "C4H8N",
  "method": "ωB97M-V with the def2-TZVPD basis set",
  "homo_energy_ev": [-13.70, -13.70],
  "lumo_ev": [-6.39, -6.39],
  "charge": 1,
  "symbols": ["H", "H", "C", "H", "H", "C", "H", "H", "C", "H", "C", "N", "H"],
  "positions_angstrom": [[-4.0320, 0.5841, -0.5809], [-0.1342, 0.0328, -1.4423], [-3.0211, 0.2125, -0.2601], [0.7694, 1.3848, 0.1672], [1.8441, 0.1515, 0.8743], [-1.9165, -0.2104, 0.0125], [2.3025, 0.7339, -0.6294], [-0.7351, -1.2901, 1.1168], [1.3844, 0.4195, -0.0620], [0.0032, 1.0482, 0.8354], [0.3691, -0.4511, -0.6862], [-0.7494, -0.6116, 0.3700], [0.7088, -1.4502, -0.9376]],
  "mulliken_charge": [0.3994, 0.3329, -0.3883, 0.1031, 0.3840, 0.2127, 0.3571, 0.2199, -0.6526, 0.4420, -0.3304, -0.4257, 0.3460]
}

=====

So which one wins? Going from most stable to least: (A), (B).